[1]
ORCA calculation (the ωB97M-V functional and the def2-TZVPD basis) on a structure of composition C4H5O4Pr in a non-equilibrium geometry.

Results
- HOMO level (alpha / beta) (eV) = -19.932 / -21.742
- multiplicity = 4
- total charge = +3
- LUMO (alpha / beta) (eV) = -13.46 / -13.46
- maximum force (eV Å⁻¹) = 5.79
- energy relative to the best compared isomer or geometry (same formula, charge and spin) (eV) = 0.078
- HOMO-LUMO gap (alpha / beta) (eV) = 6.47 / 8.28

Structure (XYZ):
```
14
C4H5O4Pr, DFT the ωB97M-V functional and the def2-TZVPD basis
O -0.35210 0.23472 0.65409
H 0.08411 2.04354 2.19715
C -0.23953 2.66997 0.90017
C -0.39428 1.47189 0.10841
O 1.32810 4.29966 0.16814
H 1.74811 2.24411 0.09605
O 0.48060 -1.33029 1.89029
O 0.47514 0.75678 2.70275
Pr 1.93755 -3.34759 2.84393
H -0.57729 1.43428 -0.96572
H 2.16266 4.42113 -0.30360
C 0.22922 -0.10837 1.84163
C 1.01850 3.02823 0.30882
H -1.04295 3.40166 0.78176
```

[2]
ORCA calculation (the ωB97M-V functional and the def2-TZVPD basis) on a structure of composition C37H41CaN16O5 in a non-equilibrium geometry.

Results
- HOMO level (eV) = -2.884
- multiplicity = 1
- total charge = -1
- LUMO (eV) = 0.96
- maximum force (eV Å⁻¹) = 3.04
- energy relative to the best compared isomer or geometry (same formula, charge and spin) (eV) = 2.122
- HOMO-LUMO gap (eV) = 3.85

Structure (XYZ):
```
100
C37H41CaN16O5, DFT the ωB97M-V functional and the def2-TZVPD basis
H 0.33620 1.46769 -2.10879
C -0.73279 -1.78474 -3.38659
C -0.32738 6.11428 2.57847
H 2.41712 1.54513 2.52548
O -1.22469 0.30128 -0.68241
H -1.19883 -2.50639 -2.73692
C 1.27061 7.25488 -0.57740
O -2.45493 1.79720 0.39530
H 1.14576 5.33726 1.22343
H 5.78386 3.05176 -4.46937
H 3.18899 -4.12630 -3.72582
H 5.04327 5.06617 -5.67152
N 1.57804 -2.54525 0.56548
H -1.63767 1.08573 2.65501
C 2.43217 -1.14010 -5.17456
N -2.08034 -2.38565 4.09545
N 0.65655 2.13946 1.49381
H -3.58932 -3.23457 2.92714
C 3.99911 4.51543 -2.01380
C 3.95108 5.86072 -4.02131
H -4.28423 -0.19150 4.71712
C -0.37806 8.34475 0.89198
H -1.33470 -3.03313 2.26403
Ca 0.47989 0.21726 0.32959
H -1.10037 3.32014 1.25510
H 1.52119 -3.55395 0.70637
C 0.45933 7.26154 0.60210
H 3.61865 6.75224 -4.52989
O 2.23581 -2.53482 2.71667
H 0.30227 5.11670 4.37914
C -1.16275 7.19459 2.85382
H -0.38226 9.18958 0.22174
H -3.12276 -0.03748 1.30033
C -1.91874 -1.24715 4.99187
H 5.70361 2.68987 -0.89281
H 3.05350 2.29906 -0.07374
O 1.61246 -0.62026 1.76742
N 0.64008 -1.97768 -0.31290
C 1.34082 -3.09321 -3.51784
N 0.22783 3.74644 2.88013
C -1.36200 0.16614 3.17739
O 2.11475 6.21239 -0.82792
H -1.86552 2.31564 -2.47356
C 3.19334 1.52080 -0.79529
H -0.32465 0.21697 3.52243
N -1.49520 -0.94328 2.23615
C 4.47690 -2.46086 -5.33494
C 4.74681 4.92313 -4.64268
H -0.16245 -2.17076 3.29888
H 3.69832 4.38467 -0.98556
C 5.30210 2.38247 -1.86392
H 0.58924 -0.10456 -4.98796
C 3.19080 -2.28342 -4.83465
C -3.61614 -0.05452 3.85851
H -1.80429 7.16527 3.72215
H -0.31628 -2.28135 -0.11699
C 1.59474 2.22878 2.45873
N 1.30407 8.13216 -1.55049
C 2.60674 -3.25352 -3.99356
C 5.17318 3.78550 -3.96536
N 1.37042 3.19902 3.30822
H -3.86481 0.88090 3.35031
N -2.24027 0.01692 4.34010
H -1.32796 -0.93743 -3.67695
H -1.83005 9.13028 2.23957
C 2.99599 -0.20832 -1.96840
C -0.19261 3.10031 1.78446
N 2.39950 0.48827 -0.97594
H -2.58488 -1.38083 5.85172
C -3.45792 -2.39437 3.61673
N 2.15706 7.68389 -2.47094
C 3.54306 5.64690 -2.69912
C 0.53925 -1.94895 -3.85498
C -1.28170 2.50639 -1.55637
C 1.82027 -1.85895 1.78230
C 4.82123 3.59284 -2.63325
H -3.03880 -1.81078 1.10562
H -0.88158 -1.21413 5.33760
N 5.53467 -2.60957 -5.77551
C 2.63836 6.54352 -2.04432
H 2.88990 -0.39033 -5.80902
H -1.34258 4.70755 3.83771
N 4.09955 0.35241 -2.39543
H 6.07301 1.85069 -2.42546
C -1.17659 8.30094 2.01358
C -2.89364 -0.97985 1.80390
H 0.90568 -3.85547 -2.88200
H 0.85966 -2.22086 -1.27635
C -0.32159 4.91603 3.50228
N 4.22503 1.44944 -1.64712
H 0.45605 3.06776 -2.46511
C -1.19721 -2.18501 2.94584
N 0.15427 2.40438 -1.75718
H -4.12746 -2.52900 4.47354
C 1.16286 -0.98124 -4.71367
H -1.54022 3.50542 -1.19431
C -1.69611 1.44773 -0.51310
C 0.48425 6.15662 1.46295
H 2.61558 -1.12403 -2.37189
N -3.81179 -1.16002 2.93006
```

[3]
ORCA calculation (the ωB97M-V functional and the def2-TZVPD basis) on a cluster of 2 separate species, C3H12NS in total in a non-equilibrium geometry.

Results
- HOMO level (eV) = -12.414
- multiplicity = 1
- total charge = +1
- LUMO (eV) = -3.53
- maximum force (eV Å⁻¹) = 2.01
- energy relative to the best compared isomer or geometry (same formula, charge and spin) (eV) = 0.712
- HOMO-LUMO gap (eV) = 8.88

Structure (XYZ):
```
17
C3H12NS, DFT the ωB97M-V functional and the def2-TZVPD basis
H 0.94975 -0.54597 -1.26746
H 1.63941 0.35552 -2.54239
H 1.73908 0.13941 0.51207
H 1.61132 0.63894 2.10035
S -0.60016 0.39902 1.06311
H -1.79125 -1.48215 1.89374
C 1.14005 -0.03317 1.39681
H -2.25717 -0.05414 2.75315
H -1.19483 0.31497 -1.74159
H 0.41417 -0.84486 -2.87952
H 1.23281 -1.03900 1.79384
H -0.75409 -0.96920 3.15723
H -0.36552 1.62683 -1.36219
C -1.39320 -0.58318 2.36954
C 0.69384 -0.05159 -2.19402
N -0.45586 0.88449 -2.05644
H -0.60831 1.24408 -2.99622
```

no.,total energy (eV),molecular weight (u)
1,-26453.1274,257.99
2,-91556.2550,829.92
3,-15623.8739,94.20